Record 1
The following is a DFT calculation (ωB97M-V/def2-TZVPD) of C51H61AgGe2O2S4Si as an isolated structure.

Geometry (Å):
Ag: 1.37373 -2.06629 -2.13698
C: -2.72582 0.65468 -6.24600
C: -2.06611 1.58093 -5.25888
C: -2.77416 2.11786 -4.19226
C: -2.15253 2.90443 -3.23068
C: -2.96843 3.53501 -2.13015
C: -0.77166 3.12164 -3.31786
C: -0.06412 2.67987 -4.43986
C: 1.39394 2.99715 -4.65276
C: -0.72480 1.90867 -5.38876
C: -0.08057 3.89134 -2.23872
C: -0.17149 5.27975 -2.31108
C: 0.43792 6.08403 -1.36519
C: 1.16789 5.48955 -0.35363
C: 1.27780 4.10074 -0.26080
C: 0.63515 3.26980 -1.19216
Ge: 0.64971 1.24492 -1.06734
S: 1.72143 0.34952 -2.69323
S: -1.48977 0.59319 -0.65747
Ge: -0.48517 -0.96749 0.66238
S: -0.44295 -2.83750 -0.36078
S: 1.35284 0.37542 0.91567
C: -1.35703 -1.33436 2.44407
C: -0.58432 -1.88115 3.48176
C: -1.19444 -2.38383 4.62896
C: -2.57098 -2.36676 4.76725
C: -3.34372 -1.82617 3.75459
C: -2.75369 -1.31061 2.60203
C: -3.67918 -0.75639 1.56390
C: -4.27523 -1.59564 0.62122
C: -3.94619 -3.06352 0.52562
C: -5.17864 -1.05036 -0.29122
C: -5.50245 0.29319 -0.28400
C: -6.46857 0.86849 -1.28767
C: -4.89369 1.11659 0.65999
C: -3.98098 0.61505 1.57412
C: -3.28161 1.54072 2.53295
C: 0.90810 -1.89327 3.44516
C: 1.62443 -3.01910 3.04129
C: 0.95832 -4.31600 2.66205
C: 3.01852 -2.95219 3.01330
C: 3.70205 -1.81781 3.41086
C: 5.20526 -1.74192 3.34054
C: 2.96826 -0.73457 3.88444
C: 1.58550 -0.75516 3.90917
C: 0.81583 0.43087 4.42554
C: 2.20231 3.61124 0.80747
C: 1.85550 3.70667 2.15452
C: 0.48374 4.15221 2.59745
C: 2.79827 3.37445 3.12512
C: 4.06925 2.94154 2.78676
C: 5.09351 2.60694 3.84096
C: 4.38927 2.83031 1.43897
C: 3.48096 3.15796 0.44360
C: 3.88396 3.04220 -1.00405
H: -3.80689 0.63268 -6.10407
H: -2.34668 -0.36072 -6.10934
H: -2.51814 0.95896 -7.27447
H: -3.83559 1.90897 -4.09645
H: -4.03135 3.39378 -2.32174
H: -2.76564 4.60627 -2.05791
H: -2.73791 3.09250 -1.16405
H: 1.78291 3.66463 -3.88613
H: 1.54060 3.46377 -5.63053
H: 1.97457 2.07349 -4.61523
H: -0.15959 1.51611 -6.22946
H: -0.73201 5.72036 -3.12859
H: 0.35477 7.16328 -1.42409
H: 1.68812 6.10138 0.37584
H: -0.56867 -2.80307 5.40978
H: -3.03752 -2.77216 5.65807
H: -4.42473 -1.80576 3.84397
H: -3.22249 -3.36746 1.27725
H: -3.50272 -3.27850 -0.44685
H: -4.84938 -3.67093 0.63858
H: -5.62316 -1.70233 -1.03781
H: -6.88965 0.08684 -1.92084
H: -5.96821 1.59257 -1.93233
H: -7.29229 1.38497 -0.78864
H: -5.10736 2.18200 0.65576
H: -3.72385 2.53747 2.49814
H: -2.22722 1.62884 2.25069
H: -3.31935 1.16419 3.55674
H: -0.12441 -4.25820 2.74790
H: 1.32265 -5.12448 3.30211
H: 1.18695 -4.56505 1.62480
H: 3.57215 -3.81492 2.65414
H: 5.62850 -2.67632 2.97148
H: 5.63582 -1.53394 4.32365
H: 5.51486 -0.94035 2.66577
H: 3.48633 0.15849 4.21601
H: 1.49707 1.18026 4.82689
H: 0.11161 0.13246 5.20590
H: 0.24431 0.89260 3.61685
H: -0.23597 4.10932 1.78201
H: 0.51297 5.17926 2.97353
H: 0.12556 3.51153 3.40561
H: 2.51903 3.44809 4.17201
H: 4.68641 2.74230 4.84395
H: 5.97453 3.24631 3.74354
H: 5.43027 1.57275 3.74682
H: 5.37603 2.47611 1.15458
H: 4.96279 2.90516 -1.08865
H: 3.59481 3.93314 -1.56493
H: 3.40120 2.18526 -1.48450
O: -0.83047 -2.24694 -4.13154
H: -0.54821 -3.08770 -3.74889
H: -1.07196 -1.70038 -3.37216
C: 2.68191 -6.48729 -1.21452
Si: 1.79681 -5.68354 -2.69881
C: 2.47914 -6.62354 -4.21379
C: -0.00915 -6.25923 -2.54169
O: 1.98885 -4.12848 -2.80201
H: 2.63946 -7.58207 -1.24110
H: 2.22685 -6.15336 -0.27661
H: 3.73510 -6.18898 -1.19765
H: 2.38653 -7.70962 -4.09763
H: 3.53760 -6.38488 -4.35845
H: 1.94381 -6.33070 -5.12232
H: -0.09207 -7.34673 -2.43407
H: -0.59365 -5.96326 -3.41943
H: -0.46978 -5.79209 -1.66528

Net charge: -2
Gap between HOMO and LUMO, hartree: 0.223
Relative energy (zero: lowest compared OMol25 entry of this formula, charge and spin), kJ/mol: 0.0
LUMO energy, eV: 4.0

***

Record 2
The following is a DFT calculation (ωB97M-V/def2-TZVPD) of C6H10O as an isolated structure.

Geometry (Å):
C: 1.95196 0.28811 -0.73029
C: 0.62644 0.16491 -0.02355
C: 0.16543 -1.20197 0.53383
C: -1.22395 -0.98919 -0.12317
C: -0.79195 0.41445 -0.60921
C: -0.87950 1.45592 0.49672
O: 0.42093 1.24481 0.93530
H: 2.77231 0.12455 -0.02033
H: 2.04524 -0.45454 -1.53117
H: 2.06267 1.28755 -1.16049
H: 0.71722 -2.05906 0.13245
H: 0.18774 -1.24717 1.62605
H: -2.08216 -0.97697 0.55231
H: -1.41428 -1.67787 -0.94783
H: -0.97771 0.68656 -1.65298
H: -1.93595 0.93090 1.48506
H: -1.64445 2.00901 1.03730

Net charge: 0
Gap between HOMO and LUMO, hartree: 0.333
Relative energy (zero: lowest compared OMol25 entry of this formula, charge and spin), kJ/mol: 436.8
LUMO energy, eV: 1.0

***

Record 3
The following is a DFT calculation (ωB97M-V/def2-TZVPD) of C31H49BClO2PTl as an isolated structure.

Geometry (Å):
Tl: 1.07070 -1.96886 0.67635
P: -1.30754 0.00747 -0.18062
Cl: -0.61409 -2.59716 2.32901
C: 1.02130 -1.60669 -1.32662
H: 1.07087 -0.57384 -1.72176
H: 1.08368 -2.43614 -2.07694
C: -1.91784 0.47517 1.52662
C: -2.24002 -1.54583 -0.65801
C: -3.25137 1.19735 1.64976
H: -1.98250 -0.50606 2.03293
C: -3.63150 1.30399 3.12968
H: -3.16857 2.20818 1.23070
H: -4.04973 0.68306 1.10160
C: -2.54419 1.98843 3.97180
H: -4.57840 1.84932 3.22741
H: -3.79534 0.29134 3.52174
C: -1.14627 1.41424 3.73122
H: -2.53098 3.05975 3.73327
H: -2.79465 1.90459 5.03590
C: -0.81748 1.29043 2.23726
H: -0.38794 2.03773 4.21610
H: -1.08266 0.41187 4.17571
H: -0.76500 2.29405 1.78329
H: 0.17019 0.82093 2.10719
C: -1.89408 1.32546 -1.35619
C: -2.12668 -1.75729 -2.17059
H: -1.62492 -2.31784 -0.16271
C: -2.57823 -3.17323 -2.53427
H: -2.75682 -1.02842 -2.70387
H: -1.08618 -1.60036 -2.48052
C: -3.97643 -3.48627 -1.99944
H: -2.55256 -3.29601 -3.62354
H: -1.85761 -3.88137 -2.10446
C: -4.14880 -3.15111 -0.51280
H: -4.71449 -2.91802 -2.57962
H: -4.20057 -4.54543 -2.16310
C: -3.67029 -1.74025 -0.14577
H: -5.20045 -3.26943 -0.22216
H: -3.56368 -3.86395 0.08311
H: -4.34645 -0.98920 -0.57756
H: -3.70813 -1.61446 0.94485
C: -1.37428 2.70670 -0.94260
H: -1.38585 1.03781 -2.29678
C: -1.59732 3.72390 -2.07050
H: -1.90238 3.05151 -0.04047
H: -0.30781 2.66128 -0.68072
C: -3.05351 3.76354 -2.54638
H: -1.28666 4.71794 -1.72351
H: -0.94384 3.45300 -2.91201
C: -3.65228 2.37726 -2.80248
H: -3.65980 4.27600 -1.78946
H: -3.11969 4.36452 -3.45862
C: -3.39535 1.39934 -1.64859
H: -4.73373 2.45569 -2.97724
H: -3.20569 1.95612 -3.71262
H: -3.93631 1.74325 -0.75754
H: -3.80676 0.41543 -1.90188
C: 2.27560 1.92789 -0.41917
C: 2.13729 1.41442 -1.66486
H: 1.41261 2.31931 0.13992
C: 3.26346 0.79402 -2.42215
H: 1.15775 1.39279 -2.14225
C: 4.51367 0.56394 -1.55507
H: 2.95926 -0.15393 -2.88677
H: 3.55011 1.47018 -3.24071
C: 4.77499 1.74619 -0.63643
H: 4.37369 -0.34368 -0.96114
H: 5.38081 0.40209 -2.20902
C: 3.58363 1.99000 0.30154
H: 5.68005 1.57765 -0.04531
H: 4.94057 2.64711 -1.24023
H: 3.61439 1.24463 1.11276
H: 3.69206 2.97366 0.79208
O: 4.23743 -1.01857 1.95530
B: 3.17822 -1.77980 1.37996
O: 3.67129 -3.12275 1.20969
C: 4.93750 -3.13750 1.66896
C: 5.77236 -4.21771 1.76094
C: 7.02643 -3.99844 2.33814
C: 7.37462 -2.73805 2.83482
C: 6.50049 -1.63928 2.72632
C: 5.28732 -1.87115 2.13228
H: 5.42974 -5.17470 1.39684
H: 7.73474 -4.83172 2.39300
H: 8.34562 -2.58963 3.30970
H: 6.75126 -0.64643 3.08730

Net charge: -1
Gap between HOMO and LUMO (spin up / spin down), hartree: 0.167 / 0.167
LUMO energy (spin up / spin down), eV: 2.7 / 2.7